# 1
Computed, not measured: a cluster of 2 separate species, C29H53F5N2O13PS in total in a non-equilibrium geometry, with ωB97M-V/def2-TZVPD.

## Properties
- orbital gap (hartree) = 0.3262
- spin multiplicity = 1
- net charge = +1
- DFT total energy (Ha) = -3462.8863

Geometry as XYZ:
```
104
Properties=species:S:1:pos:R:3:forces:R:3
S -0.082377 4.254293 -0.380011 1.3 1.2 -0.6
P 2.175240 -2.577671 6.256278 -2.9 -3.1 -0.9
F -4.721897 -1.322926 -0.659725 -0.1 0.4 0.2
F -4.342344 -3.105781 0.518462 0.0 0.2 0.6
F -4.942880 -3.282133 -1.523232 -0.2 -0.2 -0.4
F 2.328409 3.308510 -6.045489 -0.3 -0.1 0.2
F -0.466531 4.505870 -4.532614 0.2 -0.2 0.0
O 1.526966 -3.991758 6.654255 0.3 0.1 0.0
O -5.619797 1.959478 -3.638959 0.0 0.1 0.0
O 1.971948 -0.179015 -3.435156 -1.1 -0.9 0.2
O -0.570648 5.579568 -0.599954 -0.6 -0.3 0.1
O 1.560988 -1.550801 7.105962 1.9 1.0 0.2
O 1.065507 1.818309 -7.015761 0.0 -0.3 0.4
O -0.865752 1.585241 -3.313547 0.9 -0.1 0.5
O -1.510568 2.989970 -5.726631 0.1 -0.1 0.1
O -2.088388 -1.597115 -0.375305 0.3 0.0 0.4
O 1.323140 4.129990 -0.067347 -0.2 -0.7 0.4
O 0.265625 0.507983 2.130392 0.3 0.9 0.4
O 3.642883 -3.157508 6.014796 0.5 1.8 0.6
O 1.639279 -2.474926 4.745814 0.5 0.2 0.1
N 1.321072 0.944336 -2.801718 2.3 -0.3 -1.0
N 0.589139 2.491048 -4.806331 1.3 0.4 0.6
C 0.384632 0.701992 -1.553841 -1.1 -0.4 -0.1
C -5.755643 2.445363 -2.323993 -0.2 0.0 0.7
C -4.210173 -2.551744 -0.677876 0.2 -0.5 -0.4
C 0.376176 1.321009 1.025261 -1.7 -1.4 -1.6
C -0.051339 0.131887 -4.882553 0.9 -0.5 -0.5
C 0.612692 -4.116013 7.747405 -0.3 -0.1 0.2
C -0.328211 3.317636 -1.869840 -0.7 0.0 0.1
C -3.243421 1.901515 -2.291056 -0.1 0.6 0.9
C -4.492325 2.235807 -1.461474 0.1 -0.9 -0.2
C -0.342578 -0.652478 -1.772588 0.3 -0.7 -0.3
C 2.487030 1.855740 -2.518680 0.6 0.8 0.5
C -1.006159 0.877300 1.403681 1.3 -0.3 2.7
C -0.675708 -1.572682 -0.589165 -0.8 -0.6 0.0
C 1.326568 2.423437 -6.040964 0.2 0.4 -0.7
C -0.591613 3.290719 -5.063384 -0.3 0.3 -0.1
C 2.916515 -1.558126 -1.425310 0.1 0.1 -0.1
C 3.418050 2.196737 -3.674812 0.0 0.4 -0.1
C -2.088471 1.666121 -1.293374 -0.5 -0.4 0.2
C 1.815721 -1.257136 4.020603 0.2 0.1 -0.1
C 3.260914 -1.039856 3.603041 0.0 0.0 0.1
C 4.516636 -2.891138 8.299188 -0.2 -0.1 0.0
C 4.748127 -2.677416 6.817406 0.2 0.1 0.3
C 2.990871 -0.998127 -2.832719 1.4 0.0 0.5
C -6.101288 0.628003 -3.756163 0.0 0.4 0.1
C 0.349324 1.302263 -3.992282 -3.4 -0.2 -0.4
C -0.676628 1.808415 -1.885430 -0.3 0.9 -0.7
C -0.822160 -4.006134 7.278145 0.0 -0.1 -0.2
C -2.765644 -2.559609 -1.141186 -0.4 0.5 0.0
C 1.092223 0.712074 -0.209110 0.9 1.7 1.5
H -2.781855 -2.282270 -2.201069 0.1 -0.2 -0.1
H -3.433516 0.979745 -2.834487 0.1 0.2 -0.4
H 4.449179 2.165392 -3.324964 0.0 -0.2 0.1
H 0.616698 2.351800 1.247844 0.1 0.0 0.0
H -4.660241 1.376595 -0.802716 0.0 0.1 0.1
H 3.890211 -0.806499 4.464107 0.0 0.0 0.0
H 3.664413 -1.938031 3.133991 0.0 0.0 0.0
H -1.276592 -0.507421 -2.310803 0.0 0.2 0.1
H 1.977935 1.348768 -0.159488 0.2 -0.2 -0.7
H -6.584452 1.925470 -1.831719 -0.1 0.1 0.0
H -5.710093 0.000358 -2.948439 0.1 -0.1 -0.1
H 2.169237 2.767132 -2.018494 -0.4 -0.1 -0.1
H 5.408232 -2.624682 8.866031 0.0 0.0 0.0
H -1.074066 -4.848253 6.631824 0.0 0.0 0.0
H -6.042704 3.497226 -2.313604 0.2 0.1 -0.5
H 3.258402 3.223437 -3.984327 -0.1 -0.1 -0.2
H -1.403553 -0.126864 1.446875 -0.8 0.3 -1.8
H 1.188166 -1.335417 3.138795 -0.1 -0.1 0.1
H -2.389357 -3.573525 -0.987545 0.2 0.0 -0.1
H -0.977182 -3.094021 6.701561 0.0 0.1 0.1
H 3.961065 -0.495146 -2.911568 -0.2 0.3 0.0
H 1.453418 -0.412377 4.611033 0.0 -0.1 0.0
H 3.094627 -1.834714 -3.523364 -0.6 0.2 -0.3
H 3.097956 1.371108 -1.762166 -0.4 -0.5 0.0
H -1.573682 1.593011 1.993248 -0.1 0.0 -0.1
H 3.688674 -2.277920 8.662576 0.1 0.0 0.0
H 3.179212 -0.801750 -0.692547 -0.2 0.0 0.2
H -1.505480 -4.009379 8.127966 0.0 0.0 0.0
H 3.334070 -0.204027 2.903588 0.0 0.0 0.0
H 3.357481 1.543861 -4.540955 -0.1 -0.1 0.1
H 0.830733 -3.379111 8.519907 0.0 0.1 -0.1
H 3.719675 -2.294966 -1.366359 0.0 0.0 -0.1
H 0.734879 -0.176727 -5.567300 0.1 0.0 0.1
H 1.430882 -0.250431 0.146880 -0.2 -0.3 -0.4
H -3.052648 2.741628 -2.958306 0.1 -0.2 -0.3
H -7.192873 0.624235 -3.695128 0.0 -0.1 0.0
H 5.625994 -3.226438 6.483847 -0.1 -0.1 -0.1
H 0.495431 3.617426 -2.513069 0.2 -0.1 0.2
H 0.217495 -1.273242 -2.469531 0.4 0.2 0.1
H -5.785581 0.257736 -4.727785 0.0 -0.1 0.0
H -0.396366 -2.603910 -0.827157 0.3 0.1 -0.1
H -0.225561 -1.362553 0.376065 0.1 0.3 -0.1
H -0.834940 3.654490 0.573017 0.0 -0.1 0.0
H 4.267544 -3.933345 8.499885 0.1 0.0 0.0
H -0.873238 0.481364 -5.505063 -0.1 0.2 0.2
H 0.789352 -5.100109 8.183138 0.1 0.0 -0.1
H 1.997473 -2.081125 -1.174278 -0.1 0.1 0.0
H 4.920943 -1.619308 6.603919 0.0 0.0 0.0
H -0.375503 -0.741923 -4.334373 0.0 0.1 0.2
H -2.273097 0.681963 -0.863842 0.2 0.0 0.0
H -1.189309 3.797211 -2.338264 -0.2 -0.1 0.2
H -4.299475 3.085619 -0.804278 -0.1 0.1 -0.1
H -2.251139 2.359385 -0.466220 0.4 0.1 0.0
```
Positions in Å, forces in eV/Å.

Atomic partial charges in e from the Mulliken method, atoms 1 to 99: 1.14 1.09 -0.19 -0.28 -0.29 -0.24 -0.28 -0.36 -0.39 -0.47 -0.67 -0.75 -0.40 -0.31 -0.39 -0.45 -0.59 -0.40 -0.31 -0.37 1.14 0.84 1.24 -0.84 0.79 -0.46 -1.71 -0.27 -1.56 0.03 -0.60 -0.65 -0.46 -1.78 -1.52 0.37 0.60 -0.91 -1.91 -0.53 0.12 -0.99 -1.15 -0.20 -0.34 -0.60 -0.60 1.09 -1.05 -0.45 -1.01 0.25 0.24 0.37 1.42 0.31 0.30 0.28 -0.14 0.50 0.37 0.17 0.20 0.40 0.28 0.43 0.52 0.27 -0.16 0.37 0.27 0.36 0.29 0.50 0.83 0.62 0.34 0.33 0.36 0.34 0.34 0.31 0.57 0.35 0.55 0.08 0.36 0.35 0.86 1.02 0.24 0.51 0.13 0.09 0.28 0.46 0.34 0.00 0.27


# 2
Computed, not measured: a structure of composition C29H54As2BiN8O5S2, with ωB97M-V/def2-TZVPD.

## Properties
- orbital gap (hartree) = 0.2764
- relative energy (zero: lowest compared OMol25 entry of this formula, charge and spin) (kJ/mol) = 29.18
- spin multiplicity = 1
- net charge = +3
- DFT total energy (Ha) = -7433.3145

Geometry as XYZ:
```
101
Properties=species:S:1:pos:R:3:forces:R:3
Bi 0.933741 0.054910 -0.366352 -0.1 0.2 -0.1
As -4.146267 -0.059906 1.497687 0.0 0.0 0.0
As 5.815976 0.498242 1.149270 0.0 0.0 0.0
S 0.336141 4.025603 -6.510052 0.3 -0.1 0.0
S 3.762422 0.574280 0.580851 0.0 -0.1 0.0
O 1.596345 -0.492477 -7.432919 0.0 0.0 -0.1
O -2.570449 -0.158633 0.938380 0.0 0.0 0.0
O 1.307555 4.707799 -5.686942 -0.1 0.0 0.0
O -1.068781 4.192857 -6.225729 -0.1 0.2 -0.1
O 0.892120 -2.265923 -6.407757 0.0 0.0 0.0
N 1.611629 -0.109956 -2.990129 0.4 -0.3 0.1
N 1.988556 0.773173 -4.978523 0.5 0.0 0.1
N -0.721508 -1.303413 -1.388498 0.0 0.0 0.0
N 0.154116 2.190287 0.661928 0.0 0.0 0.0
N 1.345382 -1.144111 -6.441040 -0.1 0.0 0.0
N -0.044845 -0.211139 1.763882 0.0 0.0 0.0
N 1.344250 -2.302157 0.284344 0.0 0.0 0.0
N -0.757065 1.292788 -1.543136 0.0 0.0 0.1
C 6.541285 -1.268208 0.969921 0.0 0.0 0.0
C 0.624490 0.817526 2.604322 0.0 0.0 0.0
C 0.054247 -1.590594 2.285893 0.0 0.0 0.0
C 1.570146 -0.522807 -5.162390 -0.1 0.0 0.1
C -2.367417 -1.596957 -3.203095 0.0 0.0 0.0
C -0.320949 3.104682 -0.080005 0.0 0.0 0.0
C 6.860571 1.668667 0.048546 0.0 0.0 0.0
C 1.278792 -2.328405 1.762672 0.0 0.0 0.0
C 0.312121 2.239991 2.104976 0.0 0.0 0.0
C 0.518387 5.842354 -8.502745 0.0 0.0 0.0
C -1.791767 1.370932 -3.656123 0.0 0.0 0.1
C 0.486502 -3.247097 -0.459852 0.0 0.0 0.0
C -0.866324 -2.657328 -0.864195 0.1 0.0 0.0
C -1.692418 2.761006 -3.627731 -0.2 0.0 0.1
C 0.654319 4.349128 -8.222370 0.0 0.1 0.0
C 1.355472 -1.064047 -3.935567 -0.1 0.1 0.0
C -5.326263 0.456400 0.080332 0.0 0.0 0.0
C -4.757487 -1.743089 2.180421 0.0 0.0 0.0
C -0.608040 4.514177 0.307499 0.0 0.0 0.0
C -1.191080 3.402911 -2.498850 0.0 0.0 0.0
C -0.730950 2.619471 -1.448984 0.0 0.0 0.0
C 2.405467 2.262404 -3.008414 0.0 0.0 0.0
C -1.418916 -0.824477 -2.346707 0.0 0.0 0.0
C 2.069919 1.887024 -5.931926 -0.3 0.1 0.0
C 6.059165 1.041584 2.971898 0.0 0.0 0.0
C 0.627963 2.277953 -6.235214 0.0 0.1 -0.2
C -1.303589 0.658478 -2.568789 0.0 0.0 -0.1
C -4.317456 1.233633 2.900955 0.0 0.0 0.0
C 2.025830 0.969099 -3.643183 -0.3 0.1 0.0
H 0.030726 2.153370 -5.329513 0.1 -0.1 -0.1
H 1.023843 -2.063926 -3.714095 0.1 0.0 0.0
H -4.716023 -2.490218 1.389903 0.0 0.0 0.0
H 0.302030 0.717004 3.642093 0.0 0.0 0.0
H 1.702056 0.640536 2.569444 0.0 0.0 0.0
H -0.863814 -2.102337 1.997395 0.0 0.0 0.0
H -3.712563 0.924819 3.751833 0.0 0.0 0.0
H 0.715510 6.021874 -9.557524 0.0 0.0 0.0
H -1.325602 -3.336606 -1.580852 0.0 0.0 0.0
H -5.261513 -0.275731 -0.722508 0.0 0.0 0.0
H -1.824698 -2.015459 -4.057660 0.0 0.0 0.0
H 1.032257 -3.537111 -1.358309 0.0 0.0 0.0
H 2.310761 -2.456493 0.013116 0.0 0.0 0.0
H 3.400442 2.578278 -3.323579 0.0 0.0 0.0
H 2.646610 1.625133 -6.811445 0.0 -0.2 0.0
H -0.488434 6.190144 -8.278610 0.0 0.0 0.0
H 5.994359 -1.946626 1.621013 0.0 0.0 0.0
H -5.032124 1.437153 -0.289260 0.0 0.0 0.0
H -4.120986 -2.047423 3.009473 0.0 0.0 0.0
H -0.620664 2.597514 2.547292 0.0 0.0 0.0
H -5.359578 1.307475 3.209320 0.0 0.0 0.0
H 1.713621 3.064884 -3.275560 0.0 0.0 0.0
H 5.685766 2.056205 3.091126 0.0 0.0 0.0
H -0.421712 4.689573 1.363574 0.0 0.0 0.0
H -1.067914 -0.016442 1.615425 0.0 0.0 0.0
H 0.035003 5.186880 -0.266711 0.0 0.0 0.0
H -6.351015 0.498853 0.447036 0.0 0.0 0.0
H -3.979068 2.202499 2.538102 0.0 0.0 0.0
H 7.120561 1.006539 3.215131 0.0 0.0 0.0
H -2.030895 3.348010 -4.474918 0.0 0.0 0.1
H 6.803687 1.327171 -0.982606 0.0 0.0 0.0
H 6.460913 2.677149 0.127938 0.0 0.0 0.0
H 7.895353 1.651128 0.388781 0.0 0.0 0.0
H 0.313164 -4.157367 0.119056 0.0 0.0 0.0
H 1.662886 3.982779 -8.424305 0.0 0.0 0.0
H 5.509014 0.365679 3.622761 0.0 0.0 0.0
H -2.832466 -2.418412 -2.665541 0.0 0.0 0.0
H -1.534697 -2.568071 -0.004253 0.0 0.0 0.0
H -5.784177 -1.647856 2.531899 0.0 0.0 0.0
H 2.187736 -1.841524 2.121830 0.0 0.0 0.0
H -2.235382 0.872402 -4.507041 0.0 0.0 0.0
H -1.169245 4.483099 -2.447184 0.0 0.0 0.0
H 7.592448 -1.253425 1.255841 0.0 0.0 0.0
H 1.111110 2.917732 2.411441 0.0 0.0 0.0
H -3.153853 -0.955731 -3.592805 0.0 0.0 0.0
H 2.566047 2.698788 -5.407539 0.0 0.1 -0.1
H -0.070252 3.755610 -8.781295 0.0 0.0 0.0
H 0.180101 1.681030 -7.029987 0.0 0.1 0.0
H -1.640383 4.779677 0.074709 0.0 0.0 0.0
H 2.436012 2.144998 -1.925074 0.0 0.0 0.0
H 0.088900 -1.583610 3.377499 0.0 0.0 0.0
H 6.445113 -1.586774 -0.065684 0.0 0.0 0.0
H 1.276718 -3.355409 2.135658 0.0 0.0 0.0
H 1.232456 6.416289 -7.915455 0.0 0.0 0.0
```
Positions in Å, forces in eV/Å.

Atomic partial charges in e from the Mulliken method, atoms 1 to 99: 1.56 0.42 0.65 1.41 -0.54 -0.60 -1.08 -0.71 -0.72 -0.59 0.21 0.24 0.92 0.94 1.04 0.51 -0.35 0.58 -1.05 -0.98 -0.68 -0.15 -1.86 -0.02 -1.06 -1.10 -0.95 -1.23 -0.63 -1.21 -0.71 -0.88 -0.45 -0.86 -1.10 -1.16 -1.87 -1.07 0.50 -1.16 0.38 -1.28 -1.07 0.31 -0.24 -1.13 0.67 -0.92 0.71 0.36 0.45 0.39 0.08 0.37 0.39 0.73 0.34 0.29 0.46 0.34 0.73 0.31 0.35 0.35 0.34 0.38 0.61 0.44 0.17 0.37 0.46 0.27 0.39 0.43 0.33 0.44 0.77 0.36 0.36 0.42 0.43 0.36 0.35 0.54 0.13 0.45 0.37 0.54 0.64 0.42 0.46 0.55 0.59 0.40 0.64 0.42 -0.27 0.65 0.36